1.
Here is a cluster of 2 separate species, C3H11N2O in total from OMol25. Energies are from ωB97M-V/def2-TZVPD.

## Properties
Energy ... -305.43190 Eh
HOMO energy ... -14.87 eV
Relative energy (zero: lowest compared OMol25 entry of this formula, charge and spin) ... 54.69 kJ/mol
Lowest unoccupied orbital energy ... -3.19 eV
Total charge ... +1

Geometry as XYZ:
```
17
C3H11N2O (ωB97M-V/def2-TZVPD)
C -0.44 0.77 1.97
C -1.11 0.82 0.61
N -0.26 -1.34 -2.22
C -0.27 -0.33 -1.37
N -0.79 -0.38 -0.18
H -0.73 -0.15 2.48
H 0.64 0.78 1.87
H -0.71 1.64 2.57
H -2.19 0.83 0.74
H -0.82 1.69 0.00
H -0.76 -2.19 -2.00
H 0.23 -1.27 -3.10
H 0.10 0.63 -1.72
H -0.87 -1.24 0.35
H 2.94 0.32 -0.60
H 2.78 -0.53 0.63
O 2.25 -0.05 -0.02
```

---

2.
Here is a cluster of 2 separate species, C4H12 in total in a non-equilibrium geometry from OMol25. Energies are from ωB97M-V/def2-TZVPD.

## Properties
Energy ... -159.54713 Eh
HOMO energy ... -11.15 eV
Relative energy (zero: lowest compared OMol25 entry of this formula, charge and spin) ... 99.37 kJ/mol
Lowest unoccupied orbital energy ... 1.14 eV

Geometry as XYZ:
```
16
C4H12 (ωB97M-V/def2-TZVPD)
C -0.71 -0.80 1.30
C -1.15 -0.94 2.75
H -0.20 0.16 1.25
H -0.07 -1.62 1.07
H -1.59 -0.68 0.65
H -0.91 -1.76 3.35
H -0.44 -0.21 3.27
H -2.16 -0.60 2.82
C 0.98 1.50 -1.58
C 0.88 0.17 -2.50
H 1.79 2.19 -1.64
H 0.11 2.08 -1.63
H 0.97 1.18 -0.57
H 0.12 -0.55 -2.07
H 1.82 -0.34 -2.76
H 0.58 0.52 -3.51
```

---

3.
Here is a structure of composition C23H30AsN3O4SSiZn from OMol25. Energies are from ωB97M-V/def2-TZVPD.

## Properties
Energy ... -6062.39280 Eh
⟨S²⟩ ... 0.755
HOMO energy (spin up / spin down) ... -2.78 / -4.67 eV
Lowest unoccupied orbital energy (spin up / spin down) ... 2.39 / 2.37 eV
Total charge ... -1
Multiplicity ... 2

Geometry as XYZ:
```
64
C23H30AsN3O4SSiZn (ωB97M-V/def2-TZVPD)
Zn -0.37 0.42 0.95
O 0.46 -1.04 -0.43
C 1.08 -2.09 -0.37
C 1.71 -2.72 0.76
C 2.49 -3.84 0.50
C 3.19 -4.46 1.51
C 3.14 -3.95 2.83
C 2.37 -2.86 3.12
C 1.57 -2.20 2.11
O 0.80 -1.27 2.40
N 3.98 -5.62 1.22
O 4.61 -6.13 2.13
O 3.97 -6.07 0.08
H 1.22 -2.64 -1.33
H 2.55 -4.23 -0.51
H 3.73 -4.44 3.59
H 2.32 -2.46 4.12
C -0.01 3.84 2.09
Si 0.57 2.06 2.40
C 0.07 1.70 4.21
C 2.46 2.13 2.44
H 0.38 4.53 2.85
H -1.10 3.90 2.09
H 0.33 4.20 1.11
H 0.67 2.28 4.92
H 0.20 0.64 4.44
H -0.98 1.97 4.38
H 2.83 2.79 3.23
H 2.87 2.49 1.49
H 2.88 1.13 2.62
C -1.77 -1.78 -4.82
As -1.67 -0.68 -3.18
C -2.59 0.87 -3.93
C 0.21 -0.07 -3.37
C 0.53 0.65 -4.63
C 0.97 -0.03 -5.77
C 1.23 0.65 -6.96
C 1.06 2.02 -7.03
C 0.63 2.71 -5.90
C 0.37 2.03 -4.72
H -1.44 -1.23 -5.70
H -2.81 -2.08 -4.97
H -1.17 -2.68 -4.71
H -2.28 1.06 -4.96
H -2.39 1.74 -3.30
H -3.66 0.68 -3.90
H 0.83 -0.96 -3.25
H 0.36 0.56 -2.50
H 1.11 -1.10 -5.72
H 1.57 0.10 -7.82
H 1.26 2.55 -7.95
H 0.50 3.79 -5.94
H 0.04 2.58 -3.84
N -3.59 -1.58 2.85
C -3.71 -2.19 1.62
C -2.70 -1.70 0.86
N -1.97 -0.81 1.61
C -2.52 -0.75 2.79
H -4.19 -1.70 3.64
H -4.50 -2.89 1.40
H -2.46 -1.88 -0.17
H -2.18 -0.14 3.61
S -3.01 1.96 -0.39
C -1.60 1.26 -0.59
```

---

4.
Here is a cluster of 2 separate species, C3H8O4P in total in a non-equilibrium geometry from OMol25. Energies are from ωB97M-V/def2-TZVPD.

## Properties
Energy ... -761.40791 Eh
HOMO energy ... -3.83 eV
Relative energy (zero: lowest compared OMol25 entry of this formula, charge and spin) ... 444.09 kJ/mol
Lowest unoccupied orbital energy ... 3.70 eV
Total charge ... -1

Geometry as XYZ:
```
16
C3H8O4P (ωB97M-V/def2-TZVPD)
C -1.08 -0.85 -1.08
C -1.48 0.85 0.86
C -0.52 -0.05 0.17
O 1.70 1.19 1.06
O 0.94 1.61 -1.43
O 3.07 -1.17 0.61
O 2.33 -1.13 -0.65
P 1.00 0.77 -0.22
H -0.33 -1.73 -0.94
H -2.03 -1.37 -1.07
H -0.94 -0.42 -2.06
H -2.23 0.37 1.45
H -1.98 1.43 0.05
H -0.90 1.61 1.52
H -0.30 -0.89 0.89
H 2.75 -0.22 0.83
```

---

5.
Here is a cluster of 2 separate species, C21H20BF3O in total in a non-equilibrium geometry from OMol25. Energies are from ωB97M-V/def2-TZVPD.

## Properties
Energy ... -1211.95126 Eh
HOMO energy ... -8.26 eV
Relative energy (zero: lowest compared OMol25 entry of this formula, charge and spin) ... 75.87 kJ/mol
Lowest unoccupied orbital energy ... -2.07 eV

Geometry as XYZ:
```
46
C21H20BF3O (ωB97M-V/def2-TZVPD)
C 1.11 6.12 1.83
C 0.69 4.76 1.37
C -0.67 4.41 1.39
C -1.09 3.15 0.98
C -0.17 2.19 0.52
C -0.64 0.83 0.15
C 0.20 0.05 -0.69
C -0.16 -1.16 -1.23
C 0.73 -2.00 -1.98
C 0.23 -3.17 -2.62
C 1.06 -4.04 -3.31
C 2.44 -3.81 -3.40
C 3.31 -4.82 -4.06
C 2.96 -2.64 -2.81
C 2.13 -1.76 -2.11
C 1.19 2.55 0.47
C 1.60 3.83 0.86
H 2.18 6.23 1.73
H 0.61 6.92 1.26
H 0.84 6.25 2.88
H -1.40 5.16 1.72
H -2.15 2.92 0.97
H -1.73 0.67 0.11
H 1.18 0.43 -0.97
H -1.17 -1.52 -1.09
H -0.85 -3.33 -2.59
H 0.64 -4.94 -3.78
H 4.35 -4.49 -4.03
H 3.25 -5.81 -3.58
H 3.02 -4.95 -5.10
H 4.03 -2.46 -2.88
H 2.55 -0.85 -1.68
H 1.94 1.83 0.14
H 2.65 4.12 0.75
C -1.34 -0.05 1.89
C -2.16 0.74 2.72
C -3.30 0.01 3.04
C -3.15 -1.23 2.42
B -4.03 -2.56 2.55
F -5.21 -2.00 3.03
F -4.02 -3.16 1.28
F -3.36 -3.33 3.54
O -1.97 -1.26 1.76
H -0.24 0.02 1.92
H -1.93 1.76 3.00
H -4.13 0.39 3.63
```

---

6.
Here is a cluster of 6 separate species, C26H42Cl20FIN4O3S in total in a non-equilibrium geometry from OMol25. Energies are from ωB97M-V/def2-TZVPD.

## Properties
Energy ... -11459.71151 Eh
HOMO energy ... -8.87 eV
Lowest unoccupied orbital energy ... -0.40 eV

Geometry as XYZ:
```
98
C26H42Cl20FIN4O3S (ωB97M-V/def2-TZVPD)
C 6.90 -2.63 0.50
C 7.08 -1.19 -0.27
C 6.20 0.04 0.38
C 4.59 -0.26 0.49
C 4.01 -0.89 -0.91
C 2.34 -0.94 -0.97
C 1.89 -2.13 0.05
C 0.29 -2.27 0.35
C -0.62 -0.94 0.07
C -1.08 -0.71 -1.50
C -0.71 -1.92 -2.53
C -1.77 -3.21 -2.45
O -3.18 -2.77 -2.76
C -1.31 -4.25 -3.67
N -1.88 -3.84 -5.03
O -0.63 0.63 -1.87
C -1.07 1.12 -3.15
O -2.32 0.60 -3.71
C -1.31 2.77 -2.97
C -0.20 3.44 -1.93
F 1.20 3.26 -2.37
N 0.09 1.02 -4.16
C -0.55 1.05 -5.40
S -1.15 1.48 -6.96
N -1.72 -0.91 1.08
C -2.75 -1.98 0.95
N -2.46 -3.27 1.75
C -2.22 0.44 1.46
I -3.86 1.27 0.30
C -2.72 0.44 3.06
C -2.56 2.02 3.55
H 6.66 -3.44 -0.35
H 5.99 -2.64 1.23
H 7.85 -2.97 1.11
H 6.82 -1.32 -1.40
H 8.22 -0.87 -0.19
H 6.59 0.23 1.48
H 6.43 1.00 -0.30
H 4.01 0.75 0.73
H 4.41 -1.04 1.36
H 4.34 -2.03 -1.05
H 4.37 -0.33 -1.88
H 1.99 0.14 -0.69
H 2.09 -1.11 -2.10
H 2.44 -1.96 1.08
H 2.26 -3.19 -0.35
H 0.19 -2.48 1.52
H -0.08 -3.25 -0.17
H 0.08 -0.01 0.36
H -2.28 -0.68 -1.45
H -0.77 -1.59 -3.68
H 0.35 -2.39 -2.41
H -1.82 -3.71 -1.40
H -3.77 -3.44 -2.30
H -1.55 -5.37 -3.42
H -0.12 -4.17 -3.70
H -1.22 -4.19 -5.79
H -1.87 -2.80 -5.14
H -3.08 1.24 -3.67
H -1.39 3.33 -4.00
H -2.35 2.85 -2.38
H -0.48 4.60 -1.88
H -0.37 3.04 -0.82
H -3.77 -1.57 1.43
H -3.04 -2.30 -0.14
H -1.96 -3.02 2.66
H -3.36 -3.75 1.96
H -1.34 1.24 1.44
H -3.87 0.14 3.15
H -2.01 -0.21 3.72
H -2.69 2.15 4.71
H -1.46 2.41 3.31
H -3.28 2.75 2.95
Cl -5.45 -5.56 -0.13
C -6.17 -6.07 1.43
Cl -7.87 -5.53 1.50
Cl -6.10 -7.84 1.56
Cl -5.26 -5.33 2.77
Cl 1.07 1.45 3.37
C 0.93 0.51 4.88
Cl 2.50 0.52 5.74
Cl -0.31 1.25 5.92
Cl 0.47 -1.17 4.50
Cl -2.56 8.40 -1.45
C -1.17 7.75 -0.54
Cl -0.81 8.81 0.84
Cl -1.56 6.11 0.05
Cl 0.25 7.67 -1.62
Cl -2.26 3.92 6.86
C -3.27 5.31 6.41
Cl -4.99 4.87 6.54
Cl -2.92 6.68 7.50
Cl -2.90 5.78 4.73
Cl 6.29 3.52 -1.43
C 4.53 3.39 -1.16
Cl 3.82 2.32 -2.39
Cl 4.23 2.73 0.46
Cl 3.79 5.01 -1.29
```

---

7.
Here is a structure of composition C2H19CdO9 in a non-equilibrium geometry from OMol25. Energies are from ωB97M-V/def2-TZVPD.

## Properties
Energy ... -932.48017 Eh
HOMO energy ... -4.02 eV
Lowest unoccupied orbital energy ... 2.12 eV
Total charge ... -1

Geometry as XYZ:
```
31
C2H19CdO9 (ωB97M-V/def2-TZVPD)
Cd -5.02 -21.20 13.53
C -4.43 -23.74 9.81
C -3.84 -22.55 10.52
O -4.32 -22.34 11.79
H -3.97 -23.98 8.85
H -5.51 -23.62 9.68
H -4.32 -24.62 10.45
H -3.90 -21.62 9.90
H -2.72 -22.64 10.53
O -5.19 -22.70 14.95
H -5.60 -22.16 15.62
O -6.97 -20.81 13.29
H -7.87 -21.08 13.09
O -8.12 -21.31 15.75
H -7.96 -22.15 16.20
H -7.62 -21.40 14.89
O -6.78 -21.03 10.51
H -6.01 -21.61 10.60
H -6.98 -20.81 11.46
O -2.78 -20.57 13.72
H -2.23 -21.31 14.03
H -2.16 -19.86 13.51
O -4.80 -19.13 12.47
H -4.47 -18.47 13.09
H -4.45 -18.88 11.61
O -4.98 -19.82 15.44
H -5.82 -19.47 15.77
H -4.29 -19.37 15.94
O -7.05 -24.28 13.40
H -7.05 -24.57 12.48
H -7.19 -23.32 13.35
```

---

8.
Here is an isolated molecule of C2H3Cl2NO in a non-equilibrium geometry from OMol25. Energies are from ωB97M-V/def2-TZVPD.

## Properties
Energy ... -1128.19867 Eh
⟨S²⟩ ... 2.017
HOMO energy (spin up / spin down) ... -8.08 / -10.43 eV
Relative energy (zero: lowest compared OMol25 entry of this formula, charge and spin) ... 98.49 kJ/mol
Lowest unoccupied orbital energy (spin up / spin down) ... 0.02 / -3.52 eV
Multiplicity ... 3

Geometry as XYZ:
```
9
C2H3Cl2NO (ωB97M-V/def2-TZVPD)
C -0.48 -0.01 0.28
C 0.90 0.28 0.81
N -0.62 -0.32 -1.01
O -1.39 0.11 1.07
Cl 0.41 -0.31 -2.33
Cl -2.41 -0.84 -1.64
H 1.63 -0.48 0.29
H 0.88 0.24 1.83
H 1.08 1.32 0.70
```

---

Question: Which of these has the lowest energy?
Answer: C26H42Cl20FIN4O3S

---

Question: Number 3 is which compound?
Answer: C23H30AsN3O4SSiZn

---

Question: What is the formula in the first record?
Answer: C3H11N2O

---

Question: Which value of energy does entry 3 give?
Answer: -6062.39280 Eh